No. 1
168
Properties=species:S:1:pos:R:3:forces:R:3 method="wB97M-V/def2-TZVPD" lumo_energy_ha=-0.43116 orbital_gap_ev=8.931 charge=+6
C -2.541 -6.962 2.383 0.04 -0.12 -1.04
C -2.406 -5.486 2.502 -0.67 -0.80 0.22
O -3.183 -4.667 2.159 0.23 0.47 -0.10
N -1.174 -4.945 3.251 0.00 0.70 -0.16
H -1.619 -4.370 3.972 0.32 -0.18 0.27
H -0.605 -5.670 3.691 -0.20 -0.10 0.06
C -0.281 -4.025 2.428 -0.33 -0.22 0.42
H -2.730 -7.139 1.315 0.19 -0.03 0.04
H -3.478 -7.317 2.816 0.13 0.18 0.47
H -1.683 -7.559 2.675 -0.04 0.06 0.26
H 0.032 -4.570 1.544 0.21 0.02 0.04
H 0.534 -3.758 3.095 0.25 -0.06 -0.26
H -0.819 -3.124 2.150 -0.22 -0.13 -0.04
C 1.576 1.882 -6.351 -0.56 -0.15 0.50
C 0.922 0.982 -5.348 1.55 -0.78 -0.33
O 0.928 -0.199 -5.342 -0.63 -0.03 0.26
N 0.310 1.667 -4.114 0.03 1.11 -0.24
H 0.874 1.695 -3.254 0.29 -0.92 -0.22
H 0.299 2.670 -4.337 -0.51 -0.14 -0.18
C -1.052 1.174 -3.794 -1.32 1.10 -0.15
H 0.854 2.592 -6.762 0.16 0.17 0.01
H 1.971 1.256 -7.143 0.05 0.02 -0.06
H 2.393 2.396 -5.835 -0.03 0.21 -0.18
H -1.111 0.173 -3.392 0.52 0.05 0.31
H -1.719 1.229 -4.657 0.51 -0.08 -0.36
H -1.458 1.949 -3.145 -0.11 -0.54 0.56
C 4.145 2.809 3.692 -0.90 -0.43 0.02
N 3.001 2.533 2.744 -0.25 0.70 -1.16
C 2.750 3.765 1.930 1.02 0.42 0.15
C 3.341 1.449 1.758 -0.41 -0.33 1.22
C 1.721 2.246 3.476 0.66 -1.25 0.80
C 1.818 1.022 4.392 -0.59 -0.18 0.39
O 0.536 0.936 5.008 -0.11 0.28 -0.23
H 4.439 1.849 4.102 0.32 0.10 0.08
H 3.727 3.431 4.479 0.32 0.16 0.07
H 4.944 3.307 3.156 0.10 -0.05 0.02
H 3.692 4.030 1.447 -0.05 -0.04 -0.06
H 2.515 4.585 2.605 -0.36 -0.03 -0.11
H 2.015 3.580 1.154 -0.31 -0.05 0.25
H 4.239 1.720 1.215 -0.02 0.03 -0.10
H 2.460 1.280 1.144 0.14 0.10 -0.27
H 3.490 0.555 2.360 0.31 -0.12 -0.28
H 0.935 1.984 2.772 -0.04 0.65 -0.21
H 1.538 3.095 4.130 -0.39 0.19 -0.34
H 2.556 1.154 5.184 0.21 -0.12 -0.18
H 1.982 0.103 3.827 0.38 0.11 -0.06
H 0.258 0.020 5.061 0.11 -0.01 0.14
C -4.778 -0.600 1.720 -0.38 0.95 -0.02
N -4.971 -0.126 3.134 0.82 -0.77 -0.18
C -5.421 -1.298 3.947 0.28 0.01 0.43
C -3.641 0.304 3.682 -0.63 0.63 0.69
C -5.976 0.990 3.152 -0.97 0.19 0.36
C -6.563 1.324 4.533 0.17 -0.05 -0.32
O -5.558 1.717 5.451 -0.14 -0.29 -0.27
H -5.746 -0.940 1.363 0.13 -0.30 -0.09
H -3.991 -1.343 1.668 -0.11 -0.18 0.13
H -4.484 0.269 1.130 0.09 -0.05 -0.02
H -5.517 -0.986 4.984 -0.28 0.03 -0.04
H -4.617 -2.032 3.936 -0.08 -0.09 -0.28
H -6.339 -1.724 3.552 -0.07 0.09 0.01
H -3.432 1.293 3.288 0.35 -0.12 -0.23
H -2.863 -0.423 3.480 -0.07 -0.05 -0.34
H -3.795 0.416 4.751 0.23 0.05 0.05
H -6.791 0.645 2.513 -0.02 0.17 -0.04
H -5.552 1.904 2.736 0.37 -0.28 -0.26
H -7.116 0.455 4.886 0.15 0.09 0.46
H -7.302 2.118 4.419 -0.05 -0.06 -0.25
H -5.423 2.664 5.342 -0.01 0.05 0.33
C -2.559 -2.279 -5.767 0.08 0.93 0.58
N -1.780 -3.445 -5.265 -0.40 -0.07 -0.09
C -2.730 -4.601 -5.332 -0.37 -0.16 0.75
C -0.637 -3.698 -6.182 0.22 -0.77 0.26
C -1.214 -3.179 -3.861 -1.27 -0.37 -0.91
C -2.248 -3.175 -2.757 0.60 0.27 1.54
O -3.127 -2.080 -2.784 -0.45 0.09 -0.73
H -1.949 -1.373 -5.731 0.31 -0.26 -0.32
H -3.363 -2.065 -5.070 -0.30 -0.35 -0.17
H -2.905 -2.480 -6.774 -0.04 0.02 -0.03
H -3.553 -4.405 -4.650 -0.01 0.06 0.02
H -2.255 -5.530 -5.025 0.20 0.04 -0.21
H -3.173 -4.666 -6.321 0.35 -0.10 -0.18
H -1.027 -3.949 -7.165 0.10 0.46 -0.17
H -0.121 -4.593 -5.833 0.03 0.07 0.06
H 0.049 -2.858 -6.133 -0.08 0.12 -0.36
H -0.764 -2.195 -3.963 0.48 -0.15 0.22
H -0.528 -4.003 -3.684 0.35 0.24 0.05
H -1.675 -3.115 -1.818 0.22 -0.06 -0.24
H -2.772 -4.125 -2.647 -0.26 0.02 -0.44
H -3.017 -1.510 -2.016 0.16 -0.29 -0.03
C -0.422 10.942 -0.560 0.43 -0.07 -0.26
C -1.086 9.863 0.288 -0.07 0.31 -0.04
C -1.366 8.615 -0.554 -0.59 -0.11 0.08
C -2.304 7.695 0.210 0.23 0.01 0.96
N -2.653 6.382 -0.451 0.16 0.07 -0.36
C -1.447 5.465 -0.523 -0.28 0.37 0.50
C -1.478 4.602 0.750 0.35 0.01 -0.23
C -2.824 4.872 1.425 -0.14 0.09 0.09
C -3.639 5.636 0.393 -0.50 -0.32 0.07
C -3.195 6.611 -1.843 -0.94 0.02 0.06
C -4.378 7.573 -1.924 0.31 0.16 -0.39
C -4.764 7.754 -3.396 -0.18 -0.02 -0.02
H -0.881 11.022 -1.547 -0.14 0.09 0.08
H 0.627 10.683 -0.732 -0.04 -0.02 -0.02
H -0.411 11.932 -0.111 -0.19 -0.07 0.17
H -2.028 10.211 0.723 -0.01 0.12 -0.14
H -0.441 9.636 1.140 -0.03 -0.20 -0.02
H -0.426 8.159 -0.872 -0.03 -0.14 0.09
H -1.918 8.894 -1.455 0.30 0.27 -0.11
H -3.244 8.203 0.424 -0.07 0.03 -0.39
H -1.946 7.460 1.220 0.34 -0.19 -0.22
H -1.558 4.837 -1.403 -0.07 0.14 -0.12
H -0.579 6.108 -0.627 0.11 -0.14 -0.07
H -1.351 3.570 0.423 -0.08 -0.11 0.34
H -0.679 4.846 1.448 0.15 0.00 -0.18
H -3.333 3.961 1.738 -0.03 -0.02 -0.12
H -2.687 5.464 2.329 0.00 0.07 -0.05
H -4.185 4.969 -0.276 0.13 -0.11 0.01
H -4.382 6.300 0.829 0.16 0.23 -0.06
H -3.605 5.645 -2.149 0.41 -0.11 -0.16
H -2.387 6.900 -2.511 0.15 0.06 0.16
H -4.151 8.578 -1.570 0.15 -0.15 0.34
H -5.201 7.161 -1.338 -0.13 0.19 -0.02
H -5.264 6.889 -3.831 0.06 -0.07 0.07
H -3.883 7.985 -3.997 -0.01 0.02 -0.01
H -5.441 8.601 -3.490 -0.05 -0.04 -0.03
C 3.080 -2.295 1.249 0.22 0.73 0.24
C 3.193 -3.658 0.586 -0.25 -0.44 -0.50
C 4.604 -4.248 0.720 0.28 0.74 0.83
C 4.822 -5.581 0.042 -0.47 -0.39 0.64
N 6.138 -6.224 0.338 0.93 -0.63 -0.50
C 6.285 -7.524 -0.461 -0.51 0.54 -0.39
C 5.507 -8.601 0.293 0.34 -0.03 0.29
C 5.339 -8.044 1.718 0.43 0.46 0.08
C 6.218 -6.789 1.738 -0.75 0.12 0.10
C 7.345 -5.307 0.046 -1.08 -0.87 1.20
C 7.381 -4.798 -1.370 0.40 -0.15 -0.33
C 8.402 -3.678 -1.513 -0.05 0.72 -0.30
H 3.645 -2.214 2.183 0.20 -0.29 -0.11
H 2.081 -1.946 1.521 -0.24 -0.36 -0.36
H 3.475 -1.533 0.573 0.09 0.02 0.07
H 2.923 -3.582 -0.474 0.08 0.15 0.03
H 2.440 -4.351 0.981 0.25 -0.10 0.23
H 4.782 -4.329 1.801 0.01 -0.29 -0.08
H 5.353 -3.504 0.430 -0.18 -0.01 -0.41
H 4.693 -5.547 -1.035 0.04 0.09 -0.05
H 4.081 -6.268 0.458 -0.06 -0.08 -0.34
H 7.350 -7.739 -0.492 0.02 -0.02 0.02
H 5.936 -7.327 -1.472 0.07 -0.13 -0.04
H 6.132 -9.492 0.287 -0.28 -0.18 0.01
H 4.540 -8.834 -0.144 0.08 -0.05 -0.19
H 5.684 -8.693 2.520 -0.15 -0.24 -0.13
H 4.305 -7.771 1.925 -0.03 -0.15 0.05
H 7.258 -7.045 1.917 0.04 0.15 0.07
H 5.849 -6.061 2.457 0.36 0.13 0.03
H 8.174 -5.954 0.331 0.33 0.27 -0.34
H 7.254 -4.574 0.850 0.26 0.47 -0.42
H 6.394 -4.484 -1.715 0.00 0.26 0.17
H 7.660 -5.615 -2.041 0.03 -0.03 0.08
H 8.147 -2.811 -0.897 0.07 -0.19 0.25
H 8.427 -3.271 -2.525 -0.07 -0.31 -0.09
H 9.421 -3.989 -1.291 -0.06 -0.11 0.17
P -0.756 -0.134 0.156 1.53 -0.29 1.52
F -1.676 0.976 0.853 -0.60 0.31 -0.83
F 0.046 0.975 -0.725 -0.64 0.48 -0.17
F 0.291 0.123 1.405 0.16 -0.24 -0.34
F 0.275 -1.216 -0.454 -0.46 -0.44 0.05
F -1.491 -1.276 1.059 0.03 -0.19 -0.25
F -1.810 -0.421 -1.035 0.07 0.52 0.06


No. 2
107
Properties=species:S:1:pos:R:3:forces:R:3 method="wB97M-V/def2-TZVPD" lumo_energy_ha=-0.18902 orbital_gap_ev=6.812 charge=+2
Pb 1.330 0.434 0.431 0.11 0.00 -0.04
N 2.650 -2.928 -0.451 0.02 0.03 0.07
C 1.469 -3.011 0.275 -0.10 -0.06 -0.03
C 1.134 -4.279 0.769 0.03 0.03 0.03
C -0.016 -4.443 1.499 -0.02 0.04 0.03
C -0.849 -3.347 1.700 0.00 -0.04 0.02
C -0.447 -2.135 1.201 0.03 0.08 0.04
N 0.707 -1.941 0.529 0.00 0.00 -0.03
C 3.027 -2.088 -1.491 0.07 0.06 0.06
C 4.222 -2.379 -2.166 0.00 -0.01 -0.01
C 4.625 -1.542 -3.179 -0.01 -0.01 0.00
C 3.837 -0.436 -3.508 -0.01 0.00 0.00
C 2.691 -0.231 -2.778 0.01 0.00 -0.02
N 2.284 -1.032 -1.780 -0.02 0.03 0.01
H 3.193 -3.775 -0.408 0.00 0.00 0.02
H 1.781 -5.119 0.554 0.00 0.00 0.00
H -0.277 -5.419 1.888 0.00 0.00 0.00
H -1.780 -3.426 2.243 0.00 0.00 0.00
H -1.057 -1.253 1.349 0.01 -0.02 0.02
H 4.814 -3.242 -1.885 -0.01 0.00 -0.01
H 5.546 -1.739 -3.712 0.00 0.00 0.00
H 4.119 0.244 -4.299 0.00 0.00 0.00
H 2.056 0.626 -2.978 0.00 0.00 0.00
Te -0.183 1.502 2.785 0.01 -0.02 -0.01
Te -2.751 0.762 2.459 0.03 0.01 -0.02
Te -3.380 1.966 0.121 -0.04 0.00 0.07
Te -1.390 0.947 -1.380 0.00 -0.09 -0.17
C 0.725 6.313 -0.634 0.02 0.01 0.00
N 0.264 5.057 -1.210 -0.01 0.00 0.02
C -0.173 3.966 -0.599 -0.06 -0.01 0.01
N -0.517 3.073 -1.524 0.06 -0.01 -0.06
C -0.252 3.698 -2.708 -0.03 0.00 0.01
N 0.223 4.902 -2.552 0.02 0.01 0.01
C 2.228 6.482 -0.652 -0.01 0.02 -0.04
C 2.733 7.717 -0.251 0.02 0.01 -0.03
C 4.089 7.976 -0.316 0.00 -0.03 0.00
C 4.960 7.001 -0.782 -0.02 0.02 0.01
C 4.464 5.760 -1.156 0.01 -0.02 0.00
C 3.097 5.498 -1.092 0.01 -0.01 0.05
C 5.408 4.754 -1.663 -0.02 0.01 -0.01
N 6.248 4.884 -2.626 0.01 0.01 0.02
N 6.961 3.695 -2.691 -0.01 -0.01 -0.02
C 6.496 2.941 -1.762 -0.02 -0.02 0.02
O 5.491 3.532 -1.063 0.03 0.01 0.00
C 6.950 1.601 -1.387 0.00 0.02 0.00
C 7.655 0.834 -2.315 0.02 -0.01 0.01
C 8.112 -0.421 -1.957 0.00 0.01 0.00
C 7.856 -0.923 -0.684 -0.01 -0.01 -0.01
C 7.164 -0.160 0.245 0.00 0.00 0.00
C 6.884 -0.702 1.624 0.02 0.01 0.00
N 5.449 -0.646 1.916 -0.01 0.06 -0.02
C 4.438 -0.516 1.067 0.01 -0.06 -0.02
N 3.295 -0.489 1.736 -0.04 0.07 0.06
C 3.689 -0.602 3.037 0.00 0.01 0.02
N 4.987 -0.697 3.182 -0.01 -0.07 0.00
C 6.724 1.113 -0.109 0.02 -0.01 -0.01
H 0.328 6.371 0.380 0.02 -0.04 0.01
H 0.258 7.101 -1.223 -0.01 0.02 0.03
H -0.260 3.837 0.470 0.01 0.00 0.00
H -0.437 3.254 -3.673 0.01 0.00 0.00
H 2.055 8.489 0.094 0.00 0.00 0.00
H 4.470 8.942 -0.016 0.00 0.00 0.00
H 6.021 7.197 -0.860 0.00 0.00 0.00
H 2.726 4.537 -1.427 0.00 0.00 0.00
H 7.848 1.240 -3.299 0.00 0.00 0.00
H 8.673 -1.014 -2.667 0.00 0.00 0.00
H 8.211 -1.910 -0.413 0.00 0.00 0.00
H 7.377 -0.126 2.406 0.00 0.02 -0.01
H 7.217 -1.736 1.707 0.00 0.00 0.03
H 4.562 -0.429 0.001 -0.01 -0.02 -0.02
H 3.007 -0.601 3.872 -0.01 -0.01 -0.01
H 6.203 1.732 0.613 0.01 0.00 0.00
O -2.139 -1.097 -1.115 -0.07 0.05 0.18
P -2.685 -2.316 -1.856 -0.01 -0.01 -0.15
C -3.346 -1.869 -3.454 0.00 -0.09 -0.04
C -4.138 -0.723 -3.541 -0.04 0.02 0.02
C -4.728 -0.382 -4.746 0.01 0.01 0.02
C -4.539 -1.187 -5.862 0.01 -0.02 0.00
C -3.763 -2.334 -5.777 -0.02 0.02 -0.02
C -3.164 -2.679 -4.574 0.03 0.04 0.00
C -3.987 -3.066 -0.892 0.03 0.04 0.04
C -4.199 -2.643 0.417 0.01 0.00 0.00
C -5.208 -3.224 1.171 0.00 0.01 0.00
C -5.999 -4.222 0.619 0.00 0.00 -0.01
C -5.794 -4.637 -0.692 -0.01 -0.01 0.01
C -4.793 -4.058 -1.452 -0.01 0.00 -0.02
C -1.368 -3.504 -2.123 0.00 -0.03 0.04
C -0.256 -3.091 -2.861 0.00 0.03 0.04
C 0.790 -3.968 -3.089 -0.02 -0.04 -0.02
C 0.728 -5.264 -2.586 -0.02 0.01 -0.03
C -0.370 -5.675 -1.847 -0.02 -0.01 -0.04
C -1.418 -4.795 -1.607 -0.02 -0.04 -0.10
H -4.305 -0.107 -2.663 0.00 0.00 0.00
H -5.342 0.506 -4.815 0.00 0.00 0.00
H -5.004 -0.922 -6.802 0.00 0.00 0.00
H -3.623 -2.962 -6.647 0.00 0.00 0.00
H -2.555 -3.572 -4.513 -0.01 0.00 0.01
H -3.586 -1.852 0.833 0.00 -0.01 0.00
H -5.384 -2.893 2.186 0.00 0.00 0.00
H -6.788 -4.671 1.207 0.00 0.00 0.00
H -6.422 -5.405 -1.122 0.00 0.00 0.00
H -4.648 -4.370 -2.480 0.00 0.01 0.00
H -0.217 -2.087 -3.270 0.01 0.00 0.01
H 1.643 -3.650 -3.675 -0.01 0.00 -0.01
H 1.533 -5.959 -2.788 0.00 0.00 0.00
H -0.420 -6.687 -1.465 0.00 0.00 0.01
H -2.278 -5.119 -1.035 0.01 0.00 0.02


No. 3
10
Properties=species:S:1:pos:R:3:forces:R:3 method="wB97M-V/def2-TZVPD" lumo_energy_ha=0.06013 orbital_gap_ev=7.556 charge=-1
C 0.186 -1.519 0.023 -1.89 -1.61 1.22
C 0.626 -0.215 0.175 1.84 6.13 0.12
O -1.816 0.342 0.487 -0.31 0.46 -0.37
O 0.388 -2.290 -0.836 0.86 -2.05 -2.16
O -0.381 2.358 0.247 -0.53 -2.13 -0.74
O -0.915 0.980 -1.691 -0.20 -0.31 -2.36
S -0.799 1.041 -0.291 0.74 1.35 2.95
I 0.699 0.211 2.277 1.14 -0.21 0.09
I 2.570 0.799 -1.226 -1.74 -1.36 1.48
H -0.558 -1.706 0.835 0.08 -0.28 -0.23


What did we get for relative energy (zero: lowest compared OMol25 entry of this formula, charge and spin)? Answer: 0.0 20.6 197.6 kJ/mol, in the order shown.
What did we get for molar mass? Answer: 946.33 1551.50 374.90 g mol⁻¹, in the order shown.